Density functional theory data (the ωB97M-V functional and the def2-TZVPD basis) for the molecule C4H6ClNO at a distorted geometry.

Each line ends with the Mulliken charge.
CARTESIAN COORDINATES (ANGSTROEM)
1 C 2.12437 -0.75051 0.63477  -0.4686
2 C 0.90569 -0.87969 0.31267  -0.6843
3 C -0.05317 0.26127 -0.09517  0.4535
4 Cl 0.44340 1.84052 0.64736  -0.1878
5 C -1.46446 0.05881 0.36019  0.2211
6 N -1.61411 -0.51104 1.58095  -0.3857
7 O -2.45552 0.22787 -0.29157  -0.5875
8 H 2.89795 -1.56432 0.80161  0.2412
9 H 2.58942 0.21462 0.56670  0.2179
10 H 0.57087 -1.85285 0.04078  0.4009
11 H 0.14440 0.32106 -1.22569  0.3073
12 H -0.90913 -1.03484 2.18957  0.2366
13 H -2.55334 -0.70163 1.82426  0.2352

Cartesian forces, eV/Å:
5.134 -0.107 0.711
-3.489 0.166 -1.304
2.298 -0.030 -1.000
0.048 -0.278 -0.375
-0.127 -1.873 0.337
2.175 -1.265 2.309
-0.627 1.089 -1.355
-1.514 0.738 -0.295
0.069 0.563 0.671
-0.831 -0.778 0.252
-1.172 0.322 1.616
-1.092 1.544 -1.699
-0.874 -0.089 0.130

Properties
Kohn-Sham gap = 10.80 eV
Relative energy (zero: lowest compared OMol25 entry of this formula, charge and spin) = 1.479 eV
SMILES = C=C[C@H](Cl)C(N)=O